{
  "formula": "C18H39BrINO4P",
  "method": "the ωB97M-V functional and the def2-TZVPD basis",
  "orbital_gap_ev": 6.150,
  "charge": 1,
  "lumo_energy_ev": -4.78,
  "total_energy_ev": -116397.8082,
  "max_force_ev_per_a": 6.51,
  "species": ["C", "C", "C", "C", "C", "N", "C", "C", "I", "C", "C", "C", "C", "Br", "P", "O", "O", "C", "H", "H", "H", "H", "H", "H", "H", "H", "H", "H", "H", "H", "H", "H", "H", "H", "H", "H", "H", "H", "H", "H", "H", "C", "C", "C", "O", "H", "H", "H", "H", "H", "H", "H", "H", "C", "C", "C", "O", "H", "H", "H", "H", "H", "H", "H", "H"],
  "positions_angstrom": [[-0.39, -3.21, 1.56], [-0.19, -3.44, 3.20], [-1.48, -4.40, 3.65], [1.16, -4.28, 3.59], [2.54, -3.43, 3.56], [2.40, -1.92, 3.59], [2.61, -1.10, 4.71], [2.59, 0.54, 4.35], [4.26, 1.74, 5.20], [2.60, 0.59, 2.68], [1.63, 1.71, 1.97], [0.71, 1.14, 0.73], [-0.21, 2.44, 0.21], [1.75, 0.42, -0.82], [4.44, 0.89, 2.27], [5.46, -0.44, 2.72], [4.72, 1.19, 0.58], [2.01, -0.93, 2.47], [-0.79, -2.11, 1.32], [0.58, -3.48, 0.94], [-1.24, -3.94, 1.16], [-0.27, -2.42, 3.78], [-1.44, -4.66, 4.79], [-2.49, -3.83, 3.40], [-1.50, -5.39, 2.99], [1.01, -4.78, 4.63], [1.26, -5.14, 2.76], [3.25, -3.75, 2.64], [3.18, -3.73, 4.53], [2.88, -1.38, 5.81], [1.66, 1.05, 4.88], [2.25, 2.68, 1.67], [0.86, 2.07, 2.81], [-0.07, 0.31, 1.05], [-0.35, 2.31, -0.94], [0.41, 3.40, 0.51], [-1.20, 2.39, 0.84], [5.11, -1.28, 2.29], [5.14, 0.36, 0.19], [0.84, -0.79, 2.73], [2.23, -1.49, 1.46], [-5.02, 3.63, -1.92], [-3.75, 2.79, -1.94], [-3.61, 2.01, -3.24], [-3.78, 1.87, -0.85], [-5.91, 3.00, -2.02], [-5.11, 4.17, -0.98], [-5.02, 4.35, -2.74], [-2.88, 3.43, -1.80], [-4.46, 1.33, -3.38], [-2.71, 1.40, -3.23], [-3.57, 2.69, -4.10], [-4.56, 1.29, -0.96], [-0.24, 2.32, -5.75], [-0.47, 0.82, -5.87], [-0.60, 0.40, -7.33], [-1.65, 0.46, -5.16], [-1.09, 2.88, -6.17], [-0.16, 2.61, -4.70], [0.67, 2.63, -6.27], [0.37, 0.28, -5.41], [-1.46, 0.89, -7.80], [-0.78, -0.68, -7.40], [0.30, 0.64, -7.90], [-2.40, 0.93, -5.57]]
}